C43H39N2O15P | the ωB97M-V functional and the def2-TZVPD basis

Last column: Mulliken charge in e.
Geometry (Å):
C: 2.5379 2.7839 -2.8946  -0.61
N: 2.6516 4.0249 -3.6398  -0.09
C: 2.4841 5.2614 -2.9391  -2.08
C: 3.4926 5.8191 -1.8657  1.49
P: 3.4554 7.6466 -2.1316  0.15
N: 3.9961 8.1096 -3.5175  -0.74
O: 2.8742 5.6170 -0.5617  -0.41
C: 3.5086 4.6304 0.1019  0.53
O: 3.2055 4.2451 1.1764  -0.58
O: 4.5540 4.1754 -0.6191  -0.42
C: 4.8949 5.1844 -1.5949  1.72
C: 5.8337 6.1547 -0.8793  -2.04
C: 5.6435 4.5683 -2.7509  -1.75
H: 1.4949 2.5921 -2.6499  0.05
H: 3.1373 2.7471 -1.9800  0.24
H: 2.8743 1.9661 -3.5286  0.26
H: 3.3920 4.0320 -4.3170  0.39
H: 1.5444 5.2026 -2.3842  0.45
H: 2.3572 6.0374 -3.6955  0.50
H: 4.1338 8.1522 -1.0199  0.06
H: 2.1120 7.8852 -1.7970  0.11
H: 3.3145 8.6003 -4.0797  0.26
H: 5.3238 6.7270 -0.1082  0.48
H: 6.5940 5.5559 -0.3820  0.46
H: 6.3196 6.8390 -1.5724  0.44
H: 6.5161 4.0559 -2.3470  0.49
H: 5.9947 5.3645 -3.4026  0.34
H: 5.0797 3.8434 -3.3179  0.26
C: -2.2389 2.8458 -2.9749  -0.33
C: -3.4964 2.9430 -2.5545  -0.40
C: -4.3217 1.7281 -2.3189  0.27
O: -5.4663 1.8185 -1.9331  -0.56
C: -3.6907 0.4088 -2.5714  -0.46
C: -2.4339 0.3108 -2.9923  -0.16
C: -1.6147 1.5223 -3.2253  0.32
O: -0.4613 1.4488 -3.6036  -0.44
H: -1.6104 3.7086 -3.1569  0.49
H: -3.9804 3.8921 -2.3630  0.42
H: -4.3062 -0.4609 -2.3820  0.44
H: -1.9539 -0.6416 -3.1751  0.46
C: -1.1821 -5.0292 0.2622  -0.41
C: -1.8250 -4.1794 -0.5348  -0.43
C: -1.7577 -2.7141 -0.3194  0.22
O: -2.3542 -1.9433 -1.0440  -0.45
C: -0.9380 -2.2188 0.8140  -0.37
C: -0.2865 -3.0605 1.6116  -0.45
C: -0.3665 -4.5280 1.3982  0.31
O: 0.2165 -5.2959 2.1373  -0.53
H: -1.2141 -6.1052 0.1337  0.61
H: -2.4286 -4.5094 -1.3710  0.48
H: -0.9054 -1.1448 0.9477  0.48
H: 0.3108 -2.7277 2.4517  0.53
C: -2.3145 -1.6242 5.7764  -0.34
C: -3.4797 -2.0333 6.2684  -0.21
C: -3.8131 -3.4760 6.3712  0.29
O: -4.8773 -3.8469 6.8171  -0.55
C: -2.7948 -4.4542 5.9052  -0.47
C: -1.6270 -4.0486 5.4146  -0.34
C: -1.3001 -2.6027 5.3141  0.35
O: -0.2362 -2.2401 4.8560  -0.57
H: -2.0468 -0.5781 5.6958  0.51
H: -4.2327 -1.3381 6.6174  0.44
H: -3.0647 -5.4991 5.9906  0.42
H: -0.8657 -4.7338 5.0621  0.50
C: 0.3804 -11.3561 1.5984  -0.41
C: -0.2562 -10.5090 0.7956  -0.44
C: -0.1768 -9.0427 1.0123  0.42
O: -0.7618 -8.2746 0.2751  -0.53
C: 0.6351 -8.5474 2.1520  -0.24
C: 1.2706 -9.4001 2.9522  -0.47
C: 1.1961 -10.8676 2.7419  0.29
O: 1.7755 -11.6422 3.4708  -0.54
H: 0.3419 -12.4300 1.4671  0.40
H: -0.8561 -10.8353 -0.0443  0.43
H: 0.6689 -7.4717 2.2817  0.64
H: 1.8711 -9.0727 3.7916  0.45
C: 0.4518 -0.6063 -5.8703  -0.13
C: 1.4386 0.2846 -5.8750  -0.27
C: 2.5792 0.1639 -6.8154  0.37
O: 3.4867 0.9685 -6.8140  -0.55
C: 2.5718 -0.9856 -7.7587  -0.47
C: 1.5820 -1.8739 -7.7557  -0.39
C: 0.4416 -1.7549 -6.8084  0.24
O: -0.4583 -2.5671 -6.8048  -0.55
H: -0.3801 -0.5274 -5.1849  0.43
H: 1.4503 1.1285 -5.1974  0.47
H: 3.4143 -1.0500 -8.4356  0.41
H: 1.5530 -2.7202 -8.4303  0.41
C: -5.8661 3.6405 6.7566  -0.41
C: -5.2898 2.4527 6.9143  -0.32
C: -3.9289 2.1848 6.3878  0.41
O: -3.4028 1.1002 6.5296  -0.46
C: -3.2312 3.2874 5.6816  -0.30
C: -3.8067 4.4756 5.5238  -0.40
C: -5.1704 4.7476 6.0491  0.34
O: -5.6941 5.8294 5.9074  -0.54
H: -6.8576 3.8644 7.1289  0.40
H: -5.7739 1.6307 7.4262  0.42
H: -2.2391 3.0633 5.3107  0.43
H: -3.3218 5.2977 5.0132  0.41

## Properties
- E: -3241.1874 hartree
- SMILES string: CNC[C@@]1([PH2]=N)OC(=O)OC1(C)C.O=C1C=CC(=O)C=C1.O=C1C=CC(=O)C=C1.O=C1C=CC(=O)C=C1.O=C1C=CC(=O)C=C1.O=C1C=CC(=O)C=C1.O=C1C=CC(=O)C=C1
- HOMO energy: -8.78 eV
- Largest force on an atom: 0.014 hartree/bohr
- HOMO-LUMO gap: 7.02 eV

C43H40BBrIN9PRu | the ωB97M-V functional and the def2-TZVPD basis

Last column: Mulliken charge in e.
Geometry (Å):
Ru: -0.5326 -0.2222 0.3218  0.97
C: -3.7669 2.5201 0.0729  -1.46
C: -3.7448 1.0574 -0.2189  0.63
C: -4.6937 0.3818 -0.9829  -1.52
C: -4.3843 -0.9580 -0.8652  -0.14
N: -3.3030 -1.0719 -0.0802  0.97
N: -2.8770 0.1750 0.3139  -0.25
B: -2.7536 -2.2868 0.7082  1.08
N: -2.1797 -1.7335 2.0549  0.36
C: -2.7050 -1.8015 3.2715  -0.14
C: -1.8526 -1.1711 4.1704  -1.78
C: -0.7976 -0.7003 3.4178  0.49
C: 0.4546 -0.0819 3.9291  -1.13
N: -1.0147 -1.0160 2.1063  0.22
N: -1.5179 -2.8583 -0.0721  0.49
C: -1.3523 -4.0642 -0.5958  0.19
C: -0.0678 -4.1414 -1.1328  -2.08
C: 0.5140 -2.9160 -0.8909  -0.02
C: 1.8881 -2.4712 -1.2350  -0.62
N: -0.3909 -2.1237 -0.2388  0.46
N: -3.7090 -3.4002 0.9474  0.21
C: -3.6436 -4.4233 1.8522  -0.24
C: -4.5752 -5.3556 1.5038  -1.23
C: -5.1839 -4.8422 0.3291  0.62
C: -6.2713 -5.4547 -0.4816  -1.23
N: -4.6493 -3.6832 -0.0050  -1.00
H: -4.8043 2.8344 0.1820  0.49
H: -3.3415 3.1236 -0.7305  0.20
H: -3.2719 2.7672 1.0091  0.26
H: -5.5281 0.8100 -1.5103  0.57
H: -4.8783 -1.8415 -1.2295  0.72
H: -3.6456 -2.3005 3.4359  0.79
H: -1.9781 -1.0905 5.2358  0.58
H: 1.2344 -0.8418 4.0132  0.22
H: 0.2846 0.3168 4.9273  0.44
H: 0.8391 0.7200 3.3038  0.09
H: -2.1526 -4.7861 -0.5632  0.50
H: 0.3810 -4.9836 -1.6293  0.59
H: 2.2120 -2.9532 -2.1565  0.50
H: 2.5952 -2.7359 -0.4486  0.35
H: 1.9323 -1.3906 -1.3693  -0.40
H: -2.9269 -4.4332 2.6569  0.64
H: -4.8132 -6.2669 2.0234  0.48
H: -7.1215 -5.7114 0.1499  0.35
H: -5.9277 -6.3747 -0.9556  0.28
H: -6.6037 -4.7654 -1.2543  0.32
I: -0.5538 2.3607 1.4322  0.25
C: 1.1850 3.2168 2.2925  0.14
C: 0.9213 3.6498 3.5694  -0.50
C: 1.8555 4.4378 4.2626  -1.08
C: 2.9912 4.8359 3.6227  -0.86
C: 3.2573 4.4365 2.2930  0.58
C: 4.3918 4.9715 1.6310  -0.75
C: 4.6712 4.6611 0.3336  -1.25
C: 3.8739 3.7145 -0.3263  -0.77
C: 2.7874 3.1276 0.2989  1.70
P: 2.2506 1.5865 -0.4399  1.02
C: 2.3640 1.7236 -2.1927  0.56
C: 1.8270 2.8802 -2.7893  -0.54
C: 1.8477 3.0214 -4.1625  -0.84
C: 2.3691 2.0041 -4.9563  -0.59
C: 2.8835 0.8466 -4.3777  -0.99
C: 2.8752 0.6975 -3.0050  -0.60
C: 3.3103 0.3100 0.2414  0.53
C: 2.8515 -0.4812 1.2894  0.54
C: 3.6903 -1.4117 1.8820  -0.75
C: 4.9889 -1.5588 1.4148  -0.80
C: 5.4536 -0.7677 0.3694  -0.85
C: 4.6254 0.1750 -0.2160  -0.47
C: 2.3825 3.5484 1.6030  0.10
H: -0.0191 3.4156 4.0498  0.52
H: 1.6422 4.7526 5.2741  0.46
H: 3.7044 5.4805 4.1200  0.45
H: 5.0235 5.6597 2.1779  0.46
H: 5.5140 5.1025 -0.1789  0.47
H: 4.1529 3.4127 -1.3271  0.50
H: 1.4210 3.6730 -2.1713  0.52
H: 1.4668 3.9244 -4.6201  0.49
H: 2.3819 2.1159 -6.0323  0.48
H: 3.3018 0.0703 -5.0034  0.53
H: 3.3118 -0.1877 -2.5618  0.35
H: 1.8349 -0.3770 1.6606  -0.19
H: 3.3385 -2.0156 2.7077  0.48
H: 5.6461 -2.2889 1.8670  0.46
H: 6.4711 -0.8769 0.0194  0.49
H: 5.0041 0.8005 -1.0143  0.50
Br: -0.5824 -1.4620 -5.3907  -0.06
C: -0.9116 -0.1849 -4.0647  -0.68
C: -1.5474 1.0148 -4.3497  -0.43
C: -1.7098 1.9227 -3.3173  -1.38
C: -1.2689 1.5971 -2.0514  -0.01
N: -0.6864 0.4210 -1.7596  1.61
C: -0.5076 -0.4481 -2.7674  -0.41
H: -1.8995 1.2311 -5.3497  0.54
H: -2.1769 2.8824 -3.4883  0.62
H: -1.3685 2.3027 -1.2423  0.33
H: -0.0127 -1.3784 -2.5468  0.31

## Properties
- E: -5487.3413 hartree
- HOMO energy (alpha / beta): -15.38 / -15.38 eV
- Largest force on an atom: 0.016 hartree/bohr
- Multiplicity: 5
- HOMO-LUMO gap (alpha / beta): 6.74 / 4.46 eV
- Total charge: +3
- Expectation value of S²: 6.029
- Energy above the lowest of the compared OMol25 structures with the same formula, charge and spin: 34.5 kcal/mol